No. 1
{
  "formula": "C37H46MgN4O2P2",
  "method": "ωB97M-V with the def2-TZVPD basis set",
  "mol_weight_g_mol": 665.05,
  "total_energy_ev": -73195.978,
  "lumo_ev": 4.1,
  "e_homo_ev": 0.97,
  "de_lowest_ev": 0.438,
  "gap_ev": 3.1,
  "charge": -2,
  "symbols": ["Mg", "C", "C", "C", "C", "C", "C", "C", "C", "N", "C", "O", "C", "C", "C", "C", "C", "N", "C", "O", "N", "C", "C", "C", "C", "C", "C", "C", "C", "H", "H", "H", "H", "H", "H", "H", "H", "H", "H", "H", "H", "H", "H", "H", "H", "H", "H", "H", "H", "H", "C", "P", "C", "C", "C", "P", "C", "C", "H", "H", "H", "H", "H", "H", "H", "H", "H", "H", "H", "H", "H", "H", "H", "H", "C", "C", "C", "C", "C", "C", "C", "C", "N", "H", "H", "H", "H", "H", "H", "H", "H", "H"],
  "coordinates": [[0.170, -0.217, 0.041], [-1.272, -1.992, 3.131], [-1.078, -0.665, 3.800], [-1.795, -0.373, 4.960], [-1.496, 0.727, 5.706], [-0.495, 1.636, 5.303], [0.288, 1.376, 4.182], [1.497, 2.194, 3.915], [-0.047, 0.206, 3.394], [0.628, 0.003, 2.231], [1.933, -0.262, 2.416], [2.418, -0.709, 3.474], [2.828, 0.048, 1.230], [4.184, 0.324, 1.334], [4.927, 0.609, 0.188], [4.304, 0.589, -1.058], [2.900, 0.332, -1.105], [2.226, 0.257, 0.036], [2.120, 0.202, -2.403], [2.804, 0.083, -3.414], [0.761, 0.258, -2.298], [0.103, 0.285, -3.507], [-0.783, -0.771, -3.908], [-0.760, -2.106, -3.221], [-1.509, -0.674, -5.097], [-1.339, 0.406, -5.928], [-0.413, 1.417, -5.597], [0.270, 1.431, -4.404], [1.153, 2.629, -4.103], [-0.610, -2.762, 3.536], [-1.041, -1.954, 2.050], [-2.321, -2.286, 3.228], [-2.596, -1.048, 5.250], [-1.977, 0.961, 6.667], [-0.312, 2.528, 5.947], [1.464, 3.134, 4.494], [1.621, 2.411, 2.860], [2.370, 1.598, 4.251], [4.625, 0.238, 2.350], [6.011, 0.776, 0.247], [4.841, 0.755, -2.028], [0.177, -2.255, -2.660], [-0.921, -2.903, -3.963], [-1.577, -2.137, -2.491], [-2.214, -1.451, -5.308], [-1.857, 0.409, -6.890], [-0.301, 2.253, -6.302], [0.767, 3.575, -4.528], [2.112, 2.436, -4.636], [1.389, 2.689, -3.051], [-3.613, -0.144, 1.107], [-2.396, 0.823, 0.136], [-3.128, 1.023, -1.487], [-2.671, 2.536, 0.865], [-1.991, 3.629, 0.004], [-0.160, 3.521, 0.239], [0.361, 4.780, -1.021], [0.009, 4.543, 1.797], [-4.553, 0.352, 1.242], [-3.136, -0.360, 2.070], [-3.824, -1.109, 0.662], [-4.015, 1.669, -1.482], [-3.421, 0.070, -1.948], [-2.338, 1.418, -2.142], [-2.165, 2.479, 1.844], [-3.727, 2.723, 1.051], [-2.299, 4.652, 0.330], [-2.219, 3.465, -1.041], [0.047, 5.777, -0.710], [-0.086, 4.521, -1.974], [1.442, 4.758, -1.151], [-0.701, 5.382, 1.632], [1.034, 4.879, 1.970], [-0.381, 4.034, 2.676], [-1.975, -3.952, 0.629], [-0.576, -4.382, 0.356], [-0.297, -5.743, 0.512], [0.890, -6.373, 0.117], [1.853, -5.508, -0.435], [1.669, -4.136, -0.653], [2.727, -3.347, -1.294], [0.458, -3.392, -0.141], [0.272, -2.195, -0.108], [-2.649, -4.453, -0.085], [-2.094, -2.873, 0.477], [-2.277, -4.258, 1.621], [-1.112, -6.310, 0.930], [1.003, -7.422, 0.194], [2.801, -5.889, -0.767], [3.663, -3.884, -1.333], [2.907, -2.464, -0.688], [2.493, -3.048, -2.324]]
}



No. 2
{
  "formula": "C37H47As3Br3CoN3O3",
  "method": "ωB97M-V with the def2-TZVPD basis set",
  "mol_weight_g_mol": 1105.21,
  "total_energy_ev": -480015.109,
  "lumo_ev": [0.2, 0.1],
  "e_homo_ev": [-7.37, -7.35],
  "de_lowest_ev": 0.000,
  "gap_ev": [7.6, 7.5],
  "charge": 0,
  "multiplicity": 4,
  "s2": 3.76,
  "symbols": ["Co", "O", "C", "C", "C", "C", "C", "C", "C", "O", "N", "N", "C", "C", "Br", "C", "C", "C", "C", "C", "C", "C", "H", "H", "H", "H", "H", "H", "H", "H", "H", "H", "H", "H", "H", "H", "C", "As", "C", "C", "C", "C", "C", "As", "C", "C", "C", "As", "C", "C", "H", "H", "H", "H", "H", "H", "H", "H", "H", "H", "H", "H", "H", "H", "H", "H", "H", "H", "H", "H", "H", "H", "H", "H", "H", "H", "H", "C", "C", "C", "C", "C", "C", "Br", "C", "C", "Br", "C", "O", "C", "N", "H", "H", "H", "H", "H", "H"],
  "coordinates": [[-0.140, -0.485, 0.528], [-0.313, -3.364, -1.688], [0.478, -4.313, -1.111], [0.214, -5.630, -1.475], [0.951, -6.669, -0.931], [1.962, -6.405, -0.016], [2.227, -5.089, 0.331], [1.508, -4.028, -0.208], [1.821, -2.617, 0.255], [0.832, -2.083, 1.035], [2.074, -1.792, -0.957], [1.754, -0.493, -0.940], [1.760, 0.136, -2.051], [1.581, 1.569, -2.223], [1.880, 2.674, -0.698], [1.290, 2.109, -3.407], [1.138, 3.548, -3.737], [2.211, 4.433, -3.642], [2.045, 5.775, -3.949], [0.806, 6.250, -4.359], [-0.261, 5.372, -4.481], [-0.093, 4.026, -4.181], [-0.186, -2.494, -1.284], [-0.589, -5.811, -2.181], [0.731, -7.690, -1.222], [2.538, -7.212, 0.420], [3.017, -4.865, 1.043], [2.772, -2.670, 0.806], [2.150, -2.254, -1.851], [1.903, -0.416, -2.981], [1.096, 1.404, -4.213], [3.179, 4.062, -3.325], [2.890, 6.450, -3.873], [0.675, 7.301, -4.587], [-1.228, 5.731, -4.813], [-0.926, 3.338, -4.278], [1.239, -0.248, 4.240], [1.092, 0.608, 2.485], [3.021, 0.651, 2.193], [0.802, 2.486, 3.036], [-0.646, 3.024, 3.154], [-0.538, 4.338, 3.938], [-1.266, 3.343, 1.779], [-1.599, 1.837, 0.535], [-1.917, 2.905, -1.065], [-3.489, 1.479, 0.908], [-1.492, 1.985, 3.917], [-3.295, 2.261, 4.704], [-4.112, 3.774, 3.754], [-2.771, 3.276, 6.302], [2.034, 0.240, 4.801], [1.501, -1.291, 4.065], [0.314, -0.210, 4.810], [3.481, 1.354, 2.888], [3.270, 0.926, 1.171], [3.399, -0.351, 2.393], [1.376, 3.117, 2.351], [1.279, 2.566, 4.016], [0.169, 5.013, 3.447], [-0.180, 4.155, 4.955], [-1.499, 4.847, 3.998], [-0.614, 4.035, 1.238], [-2.221, 3.851, 1.922], [-2.733, 3.604, -0.877], [-2.185, 2.239, -1.887], [-1.023, 3.458, -1.336], [-4.049, 2.413, 0.890], [-3.624, 0.988, 1.872], [-3.876, 0.821, 0.131], [-0.932, 1.644, 4.793], [-1.614, 1.107, 3.277], [-4.435, 3.476, 2.759], [-3.463, 4.646, 3.683], [-4.999, 4.048, 4.326], [-2.058, 2.695, 6.889], [-3.657, 3.441, 6.915], [-2.329, 4.240, 6.053], [-1.634, -2.009, 3.321], [-2.504, -2.074, 2.104], [-3.732, -2.771, 2.143], [-4.495, -2.882, 1.021], [-4.045, -2.318, -0.193], [-4.737, -2.380, -1.424], [-6.406, -3.282, -1.541], [-4.227, -1.798, -2.547], [-2.991, -1.141, -2.496], [-2.279, -0.357, -4.064], [-2.233, -1.052, -1.334], [-1.064, -0.487, -1.283], [-2.809, -1.638, -0.153], [-2.079, -1.505, 0.996], [-2.223, -2.072, 4.236], [-1.057, -1.093, 3.316], [-0.918, -2.836, 3.297], [-4.058, -3.206, 3.079], [-5.441, -3.405, 1.047], [-4.768, -1.850, -3.482]]
}